## w
13
Properties=species:S:1:pos:R:3 method="wB97M-V/def2-TZVPD" spin_multiplicity=1 charge=+1 mol_weight_g_mol=104.09 homo_energy_ha=-0.539 smiles="N[C@@H]1ONC=[NH+]O1" homo_lumo_gap_ev=10.95
H -2.927 0.372 0.161
C -0.941 -0.073 0.175
N 1.113 -1.061 -0.254
H -2.252 0.407 -1.352
O -0.251 -1.055 -0.501
H 1.531 -2.023 -0.055
C 1.752 0.103 -0.199
N 1.094 1.188 -0.191
H -0.731 -0.157 1.388
H 1.526 2.045 0.069
H 2.750 0.256 -0.238
N -2.189 -0.008 -0.325
O -0.241 1.215 -0.209

## x
13
Properties=species:S:1:pos:R:3 method="wB97M-V/def2-TZVPD" spin_multiplicity=1 charge=+1 mol_weight_g_mol=104.09 homo_energy_ha="-0.488 / -0.452" homo_lumo_gap_ev="9.09 / 5.91"
O -1.029 0.071 -0.256
H 1.907 -2.307 0.389
H 1.533 2.162 0.258
N -2.322 0.433 -0.269
C 1.455 -0.358 -0.034
H -0.111 2.501 0.371
H 2.523 -0.197 0.164
O -2.943 -0.640 0.139
N 0.576 1.917 -0.089
C 0.486 0.602 -0.012
H -3.854 -0.545 -0.027
H 0.441 -2.007 -0.486
N 1.336 -1.633 -0.146

What is the least stable structure shown above? It is x.